Here is a cluster of 2 separate species, CH3FO2S in total at a distorted geometry from the Open Molecules 2025 dataset. Energies are from ωB97M-V with the def2-TZVPD basis set.

Geometry as XYZ:
```
8
CH3FO2S (ωB97M-V with the def2-TZVPD basis set)
C 0.4883 1.1154 0.0038
O 0.2084 -2.4826 0.0225
O -1.8366 -1.3935 -0.5820
F 1.5150 1.3891 0.5643
S -0.7598 -1.4737 0.3313
H 0.6036 0.8258 -1.0663
H -0.3552 1.8470 0.1011
H 0.1362 0.1726 0.6253
```

DFT total energy (eV): -18730.87563
Multiplicity: 1
Energy relative to the best compared isomer or geometry (same formula, charge and spin) (kJ/mol): 157.1
Kohn-Sham gap (eV): 10.133
LUMO energy (eV): -0.7
HOMO level (eV): -10.9